(1)
This record from the Open Molecules 2025 dataset describes a cluster of 2 separate species, C4H7N2 in total at a distorted geometry. The level of theory is wB97M-V/def2-TZVPD.

The geometry in XYZ format:
```
13
Properties=species:S:1:pos:R:3:forces:R:3
C 0.56639 0.89384 3.00518 1.1 1.3 2.6
C -0.65152 -0.14376 -0.74134 2.3 -2.5 2.0
C -1.88318 0.52364 -0.80008 -2.1 -1.1 -3.4
C 1.66930 -1.03933 -0.58100 4.6 -0.9 -1.6
N 0.48438 0.54862 1.94085 -0.6 -1.0 -2.6
N 0.37004 -0.62380 -0.48841 -3.7 1.2 -1.2
H 0.90082 1.32017 3.92461 -0.4 -0.1 0.3
H -2.06185 0.58162 -1.92963 0.2 0.6 1.2
H -1.66933 1.45995 -0.40897 -0.2 2.1 0.8
H -2.86709 0.08011 -0.50669 1.4 -0.1 0.6
H 2.12098 -1.63143 0.33618 -1.4 1.4 -1.8
H 2.28287 -0.04340 -0.76917 -0.9 -2.2 0.6
H 1.78063 -1.69108 -1.59579 -0.2 1.4 2.6
```
Forces are in eV/Å.

Properties
Energy above the lowest of the compared OMol25 structures with the same formula, charge and spin, kcal/mol: 81.4
Multiplicity: 1
Frontier orbital gap, eV: 12.7
E_HOMO, eV: -16.421
Net charge: +1

Here are the Löwdin charges for atoms 1 to 2, given in e: C -0.01; C 0.00

---

(2)
This record from the Open Molecules 2025 dataset describes a cluster of 2 separate species, C11H18 in total at a distorted geometry. The level of theory is wB97M-V/def2-TZVPD.

The geometry in XYZ format:
```
29
Properties=species:S:1:pos:R:3:forces:R:3
C -2.23662 -1.76900 0.37981 2.1 -2.2 -1.0
C -1.23269 -1.27817 1.44423 -1.7 -1.6 0.6
C -0.50031 -2.30078 2.14296 0.4 2.7 -1.8
C 0.64741 -1.85607 2.88485 -0.1 -4.4 -1.0
C 0.65312 -0.54371 3.23108 2.3 2.1 1.4
C -0.22289 0.44577 2.77258 2.4 0.5 -0.2
C -1.17461 0.03891 1.85888 -0.4 2.6 -0.9
H -3.16725 -1.34583 0.25603 -2.2 1.4 0.8
H -2.39663 -2.86099 0.51087 -0.1 0.6 0.3
H -1.95415 -1.77391 -0.71310 0.8 0.4 1.1
H -0.84633 -3.26434 1.77446 1.1 -0.4 0.6
H 1.54955 -2.68783 2.98788 -2.5 2.6 0.5
H 1.48025 -0.08039 3.82992 -0.5 -1.0 -0.6
H 0.33003 1.48809 2.85461 -2.4 -1.7 0.1
H -1.77587 0.89188 1.42032 0.5 -1.5 0.1
C 0.47923 -0.15939 -1.89105 -0.3 0.3 2.2
C 0.34207 1.35073 -1.92735 0.3 -0.6 -0.3
C 1.14830 1.95551 -0.81282 0.0 -0.2 1.2
C 0.85453 1.71858 -3.27352 0.2 -1.1 -1.5
H 0.37504 -0.54349 -2.89514 -0.9 -0.7 0.1
H -0.22597 -0.46686 -1.03185 1.4 -0.6 -1.6
H 1.55662 -0.29504 -1.64556 -0.8 -0.5 0.1
H -0.67674 1.72508 -1.69596 0.2 -0.5 -1.0
H 1.95316 2.62559 -1.04218 0.2 0.6 -0.6
H 0.43879 2.41070 -0.14942 0.0 0.8 0.6
H 1.60730 1.19664 -0.20396 0.3 -0.6 0.3
H 1.77963 1.24163 -3.65782 0.2 0.2 1.3
H 0.26059 1.40040 -4.11577 -1.2 0.1 -0.1
H 0.95447 2.73628 -3.29299 0.5 2.8 -0.7
```
Forces are in eV/Å.

Properties
Energy above the lowest of the compared OMol25 structures with the same formula, charge and spin, kcal/mol: 74.4
Multiplicity: 1
Frontier orbital gap, eV: 10.0
SMILES: Cc1ccccc1.CC(C)C
E_HOMO, eV: -9.002
Net charge: 0

Here are the Löwdin charges for atoms 1 to 2, given in e: C -0.06; C -0.27

---

(3)
This record from the Open Molecules 2025 dataset describes a structure of composition C30H48IrP2Te at a distorted geometry. The level of theory is wB97M-V/def2-TZVPD.

The geometry in XYZ format:
```
82
Properties=species:S:1:pos:R:3:forces:R:3
Ir -0.07887 1.18989 -0.74075 -0.5 -3.6 0.9
C -1.99458 0.60394 1.26172 -2.0 -1.1 0.3
C -2.85536 0.01403 0.18922 1.0 0.0 0.8
C -2.22678 -1.70326 1.58365 -0.5 0.1 -1.0
C -1.79404 -0.47883 2.15960 1.5 0.4 0.0
C -2.88957 -1.38536 0.36664 0.4 -0.3 0.9
C -2.32970 1.90810 1.88718 -0.1 0.7 -0.2
H -2.72967 2.62087 1.16366 -0.1 -0.1 0.6
H -1.45563 2.37202 2.34644 -0.1 0.1 0.2
H -3.10388 1.72414 2.64130 0.2 0.2 0.1
C -1.37426 -0.30551 3.57925 0.0 0.1 1.0
H -1.97130 0.49067 4.07955 0.4 -0.4 -0.3
H -0.28477 -0.03376 3.68505 -1.3 0.0 0.2
H -1.55716 -1.22973 4.15159 0.2 0.4 -0.2
C -2.01795 -3.05103 2.17591 0.0 -0.2 -0.1
H -2.52727 -3.18672 3.14171 0.0 0.1 -0.3
H -0.94473 -3.21070 2.36459 -0.3 0.0 0.0
H -2.36106 -3.83590 1.49122 0.0 0.1 0.3
C -3.72598 -2.34622 -0.39968 -0.2 -0.1 -0.2
H -4.54900 -2.69817 0.25146 0.3 0.0 -0.4
H -3.14462 -3.22297 -0.72730 -0.3 0.2 0.1
H -4.15612 -1.85972 -1.28532 0.0 -0.3 0.2
C -3.83453 0.75818 -0.61539 -0.4 0.5 -0.4
H -4.82402 0.47470 -0.21830 0.1 0.1 -0.4
H -3.80922 0.51950 -1.69386 -0.1 0.0 0.4
H -3.75045 1.84602 -0.50498 0.0 -0.4 -0.1
C 2.16514 3.15078 -1.62866 0.9 -0.7 0.2
C 0.90044 3.87887 -1.45563 1.6 2.9 -0.8
C 0.21623 4.34870 -2.69119 -1.0 0.1 0.1
C -0.16352 3.23324 -3.67623 -1.1 -0.9 -0.5
C -0.15231 1.78753 -3.12370 -0.5 0.2 -0.5
C 0.97916 1.02010 -3.09826 -1.1 0.0 -1.3
C 2.22448 1.58050 -3.71242 0.2 0.1 0.2
C 2.74805 2.81838 -2.96673 0.6 -0.1 -0.5
H 0.70857 5.15081 -3.24576 0.4 0.0 0.2
H 0.43928 3.31981 -4.61030 -0.3 -0.4 0.7
H -0.71278 4.79025 -2.34521 -0.1 0.4 -0.1
H 2.57784 3.70751 -3.54654 0.4 0.3 -0.6
H 2.91309 3.67613 -1.09006 1.0 1.0 0.3
H 0.95527 4.63818 -0.63249 -0.3 -0.8 -0.7
H 3.81846 2.66112 -2.80400 0.0 0.4 -0.3
H 2.99029 0.80680 -3.81843 0.0 0.1 0.3
H 0.92732 -0.05179 -3.01579 -0.1 0.2 -0.2
H 2.00387 1.87913 -4.74620 -0.1 -0.2 0.2
H -1.23531 3.34020 -3.99706 1.1 0.4 0.1
H -1.17547 1.35734 -3.07671 0.9 0.1 -0.1
P 1.99758 1.75597 -0.56224 -1.2 -0.9 1.0
P 0.36987 -1.23341 -0.92028 0.7 0.6 -0.2
C 3.06501 0.26206 -0.86829 -0.1 -0.1 0.5
C 2.25911 -1.07023 -1.25553 0.3 0.0 -0.5
H 3.48642 0.09664 0.16029 0.2 0.0 -1.1
H 3.87600 0.51182 -1.61410 -0.8 -0.5 0.9
H 2.38382 -1.29768 -2.33675 0.4 -0.1 0.8
H 2.72721 -1.85172 -0.63104 -0.2 0.0 -0.6
C 0.25581 -2.97997 -0.29937 0.0 0.6 -0.1
H -0.78855 -3.18513 -0.04712 0.3 0.0 -0.1
H 0.89320 -3.14754 0.57537 -0.2 -0.1 -0.3
H 0.56688 -3.62448 -1.12828 0.0 0.0 0.1
C -0.74799 -1.37280 -2.39062 0.5 -0.8 -0.4
H -0.19148 -1.76800 -3.26629 -0.7 0.1 0.3
H -1.15589 -0.37759 -2.59311 0.1 -0.6 -0.2
H -1.57794 -2.05182 -2.11744 0.5 0.2 -0.2
C 2.11363 2.56289 1.07413 0.2 -1.1 -0.1
H 1.12125 2.97403 1.26506 0.2 0.1 -0.1
H 2.86405 3.33632 1.02638 0.4 0.1 0.6
H 2.26990 1.76317 1.81231 0.4 0.8 0.1
C -1.04508 2.87683 -0.53400 -0.7 2.0 -1.6
H -2.01639 2.53115 -0.25418 -0.4 -0.3 0.4
H -1.30271 3.32083 -1.54181 0.4 0.2 1.8
H -0.54617 3.48945 0.22983 -1.1 0.4 -0.4
Te 1.40008 -0.69321 1.99736 0.0 -0.5 0.7
C 1.59559 -2.50184 3.07484 1.2 -1.7 0.4
C 2.58320 -3.38719 2.50880 -0.7 0.2 0.4
C 2.78409 -4.68097 3.04678 0.0 0.6 -0.3
C 2.06882 -5.05624 4.19878 0.1 -0.2 0.0
C 1.13927 -4.19953 4.81068 0.4 0.7 -0.8
C 0.92604 -2.91282 4.25242 0.0 0.0 -0.4
H 3.16690 -2.99530 1.66021 -0.2 -0.6 0.3
H 3.49699 -5.40259 2.57061 -0.7 0.9 0.6
H 2.28064 -6.04447 4.63649 -0.3 0.6 -0.2
H 0.59569 -4.52561 5.70494 0.3 0.3 -0.4
H 0.24757 -2.18877 4.70241 0.1 -0.5 0.1
```
Forces are in eV/Å.

Properties
⟨S²⟩: 8.7812
Energy above the lowest of the compared OMol25 structures with the same formula, charge and spin, kcal/mol: 0.0
Multiplicity: 6
Frontier orbital gap (spin up / spin down), eV: 6.6 / 4.6
E_HOMO (spin up / spin down), eV: -12.169 / -13.070
Net charge: +2

Here are the Löwdin charges for atoms 1 to 2, given in e: Ir 0.79; C -0.24

---

(4)
This record from the Open Molecules 2025 dataset describes a cluster of 4 separate species, C3H16NO4 in total at a distorted geometry. The level of theory is wB97M-V/def2-TZVPD.

The geometry in XYZ format:
```
24
Properties=species:S:1:pos:R:3:forces:R:3
C 1.43386 0.08717 -1.04898 -0.1 -1.4 1.7
O 0.16432 0.39325 -1.53198 -0.5 0.2 -0.8
C 1.37714 0.39973 0.50821 -0.2 1.5 -1.8
C 1.51567 1.87261 0.83100 -1.8 1.2 1.3
N 0.01096 -0.14475 0.98818 2.5 -0.4 -0.2
H 1.54059 -1.01936 -1.03235 0.0 0.5 -0.7
H 2.24509 0.50615 -1.66280 -0.1 0.1 0.8
H 0.10923 1.24995 -1.98650 0.0 -0.1 0.3
H 2.16628 0.00020 1.12351 0.0 -1.2 -0.2
H 1.91142 2.43548 -0.00263 1.3 0.0 0.3
H 1.91257 1.94005 1.87002 0.7 0.5 -1.2
H 0.60019 2.49694 0.95562 -0.3 -1.0 -0.2
H -0.63116 -0.32598 0.21702 -0.1 0.5 -0.3
H 0.29904 -1.05269 1.37869 -0.9 0.0 1.0
H -0.29924 0.56948 1.64186 -0.6 -0.6 0.2
H -1.65532 3.63177 -2.47877 0.3 -0.6 0.5
H -2.29938 2.37426 -1.91352 -0.2 -0.1 0.0
O -1.48048 2.87350 -1.88226 0.1 0.6 -0.6
H -3.72828 -2.42098 -1.02290 -0.2 0.6 0.6
H -2.70032 -3.37188 -1.24846 0.7 0.0 0.5
O -2.86342 -2.62874 -0.64420 -0.5 -0.5 -1.0
H 1.41146 -3.14678 2.74306 0.2 -0.2 -0.2
H 0.41939 -2.44026 3.63210 -0.2 0.1 0.1
O 0.71753 -2.48491 2.71993 0.0 0.3 -0.1
```
Forces are in eV/Å.

Properties
Energy above the lowest of the compared OMol25 structures with the same formula, charge and spin, kcal/mol: 27.1
Multiplicity: 1
Frontier orbital gap, eV: 11.6
E_HOMO, eV: -14.278
Net charge: +1

Here are the Löwdin charges for atoms 1 to 2, given in e: C -0.19; O -0.07

---

(5)
This record from the Open Molecules 2025 dataset describes a cluster of 2 separate species, C7H8O2 in total at a distorted geometry. The level of theory is wB97M-V/def2-TZVPD.

The geometry in XYZ format:
```
17
Properties=species:S:1:pos:R:3:forces:R:3
C 1.23577 -1.36598 -0.55196 -2.1 0.9 0.8
C 1.02083 -1.35056 0.76562 -1.0 0.2 1.6
C -3.04874 0.03299 -0.58797 -0.8 1.7 -1.7
C 0.44158 1.08945 -0.59268 2.4 -2.3 -0.4
C 0.26923 0.91324 0.91641 -0.2 2.1 -0.5
C 0.02403 -0.42449 -1.06177 2.1 -0.3 1.2
C -0.32232 -0.53646 1.12247 3.1 0.8 0.7
O -2.91410 0.78938 -1.44426 -0.1 -1.5 1.6
O -0.96188 -0.74775 -0.13729 -1.3 0.2 2.5
H 1.99622 -1.91715 -1.08160 0.2 0.5 -0.2
H 1.61951 -1.59724 1.63661 0.3 -0.6 -0.5
H -0.87630 -0.54522 2.24578 1.1 -0.8 -3.7
H -0.16385 1.79445 -1.05610 -1.5 1.2 -0.6
H 1.50781 1.49298 -0.73237 -1.3 -1.3 -0.6
H 1.18363 1.41251 1.33992 -0.6 -1.8 0.5
H -0.46162 1.65262 1.14152 -1.1 0.4 0.7
H -0.54980 -0.69277 -1.92234 0.8 0.5 -1.6
```
Forces are in eV/Å.

Properties
Energy above the lowest of the compared OMol25 structures with the same formula, charge and spin, kcal/mol: 91.3
Multiplicity: 1
Frontier orbital gap, eV: 10.6
E_HOMO, eV: -9.504
Net charge: 0

Here are the Löwdin charges for atoms 1 to 2, given in e: C 0.01; C -0.05

---

(6)
This record from the Open Molecules 2025 dataset describes a cluster of 2 separate species, FHIOP in total at a distorted geometry. The level of theory is wB97M-V/def2-TZVPD.

The geometry in XYZ format:
```
5
Properties=species:S:1:pos:R:3:forces:R:3
O -0.29549 0.92073 0.95957 -1.3 0.9 -0.2
F -0.22301 1.75628 -0.18866 -0.9 0.4 -0.2
P 2.26879 3.01070 -0.38707 0.3 0.3 -0.4
I 2.14324 4.00877 -2.55045 0.0 -0.2 0.4
H 0.55629 0.58530 0.78135 1.9 -1.4 0.4
```
Forces are in eV/Å.

Properties
Energy above the lowest of the compared OMol25 structures with the same formula, charge and spin, kcal/mol: 170.9
Multiplicity: 1
Frontier orbital gap (spin up / spin down), eV: 6.7 / 6.7
E_HOMO (spin up / spin down), eV: -8.248 / -8.260
Net charge: 0

Here are the Löwdin charges for atoms 1 to 2, given in e: O 0.05; F -0.23